[1]
The following is a quantum chemistry calculation of C13H24BiI2N2O4S2Tl as an isolated structure at a distorted geometry, from the Open Molecules 2025 dataset.

Structure (XYZ):
```
49
Properties=species:S:1:pos:R:3:lowdin_charge:R:1
I 0.33 -3.54 2.12 0.586
I 0.13 0.29 -5.19 0.577
Tl 0.52 1.13 -2.45 0.383
Bi 0.53 -1.02 0.95 1.032
S 1.82 -1.43 -1.50 0.602
S -1.24 -0.93 -1.19 0.586
C 2.55 0.51 2.29 -0.026
C 3.65 -1.44 -1.43 -0.901
C -3.00 -0.50 -0.89 -0.884
C 4.10 -1.24 -2.88 -0.065
C 4.19 -0.32 -0.55 -0.097
C 4.07 -2.81 -0.91 -0.081
C -3.75 -0.63 -2.22 -0.061
C -3.11 0.93 -0.37 -0.093
C -3.56 -1.49 0.13 -0.083
C 2.69 2.53 -1.58 0.014
C -0.85 3.18 -1.33 0.005
O 3.34 0.78 3.07 0.182
O 3.53 3.20 -2.00 0.183
O -1.45 4.13 -1.56 0.185
H 3.78 -0.25 -3.25 0.083
H 3.69 -2.01 -3.54 0.105
H 5.20 -1.28 -2.92 0.136
H 3.55 0.57 -0.56 0.010
H 5.17 -0.02 -0.94 0.129
H 4.34 -0.67 0.48 0.088
H 3.71 -2.97 0.11 0.082
H 5.17 -2.88 -0.89 0.131
H 3.68 -3.61 -1.54 0.105
H -4.81 -0.35 -2.08 0.136
H -3.71 -1.65 -2.60 0.106
H -3.32 0.04 -2.98 0.087
H -4.02 1.02 0.25 0.126
H -3.19 1.65 -1.19 0.088
H -2.25 1.18 0.26 0.030
H -4.63 -1.29 0.29 0.127
H -3.04 -1.38 1.09 0.068
H -3.44 -2.52 -0.23 0.102
C -2.95 0.46 4.32 0.000
N -2.16 1.55 3.78 0.084
C -1.29 1.42 2.78 -0.545
N -0.66 2.57 2.32 0.194
O -1.13 0.30 2.22 -0.236
H -2.70 -0.49 3.84 0.085
H -4.01 0.65 4.15 0.113
H -2.74 0.36 5.39 0.115
H -2.24 2.47 4.21 0.183
H 0.18 2.44 1.77 0.088
H -0.65 3.35 2.96 0.139
```

LUMO energy (alpha / beta): -17.26 / -17.27 eV
HOMO level (alpha / beta): -21.2 / -21.2 eV
Orbital gap (alpha / beta): 0.14397 / 0.14347 hartree
Total charge: +4
Energy above the lowest of the compared OMol25 structures with the same formula, charge and spin: 35.31 kcal per mole
Total energy: -73398.902 eV

[2]
The following is a quantum chemistry calculation of C13H24Br2N3O10P2S2SiV as an isolated structure, from the Open Molecules 2025 dataset.

Structure (XYZ):
```
58
Properties=species:S:1:pos:R:3:lowdin_charge:R:1
V 0.12 -0.31 1.28 0.740
Br 2.93 -3.43 1.08 0.604
C 4.19 -2.13 1.74 -1.042
Br 4.41 -0.60 0.59 0.609
H 5.15 -2.62 1.82 -0.018
H 3.82 -1.77 2.69 -0.045
N -3.95 -0.19 3.10 0.132
C -3.32 -0.61 1.78 -0.481
C -4.37 -1.13 0.82 -0.105
P -2.17 -1.98 2.38 0.246
O -1.82 -1.40 3.77 -0.362
O -2.92 -3.27 2.38 -0.330
O -0.93 -1.92 1.46 -0.393
P -2.58 0.97 1.12 0.314
O -2.01 1.59 2.48 -0.202
O -3.72 1.77 0.59 -0.311
O -1.39 0.60 0.24 -0.397
H -4.77 -0.74 3.30 0.148
H -4.17 0.81 3.12 0.131
H -3.15 -0.44 3.78 0.106
H -4.81 -2.05 1.20 0.066
H -3.89 -1.37 -0.13 0.093
H -5.13 -0.37 0.62 0.066
H -0.28 -1.90 4.18 0.032
H -1.11 1.99 2.36 -0.028
O 0.70 -2.15 4.21 -0.188
S 1.51 -0.81 4.07 0.371
O 0.75 0.23 4.71 -0.303
O 1.61 -0.57 2.59 -0.531
O 2.83 -1.07 4.59 -0.315
C -2.30 4.54 -1.27 -0.041
C -0.95 3.89 -1.20 -0.346
C -0.10 3.81 -2.29 -0.042
C 1.09 3.13 -2.09 -0.159
N 1.43 2.59 -0.93 0.073
C 0.56 2.74 0.08 -0.773
S 0.96 2.05 1.64 0.679
N -0.62 3.37 -0.03 0.094
H -2.45 5.06 -2.21 0.061
H -2.42 5.24 -0.44 0.076
H -3.07 3.77 -1.15 0.068
H -0.35 4.25 -3.25 0.088
H 1.80 3.00 -2.91 0.090
C 1.06 -2.50 -4.27 -0.202
Si 2.21 -1.46 -3.20 0.382
C 2.57 0.15 -4.12 -0.199
C 3.83 -2.40 -2.99 -0.201
C 1.46 -1.11 -1.60 -0.238
C 0.98 -0.81 -0.53 -0.163
H 1.49 -2.71 -5.25 0.014
H 0.11 -1.97 -4.42 0.022
H 0.84 -3.45 -3.77 0.023
H 3.00 -0.04 -5.11 0.015
H 3.26 0.76 -3.54 0.024
H 1.64 0.71 -4.25 0.018
H 4.27 -2.66 -3.96 0.015
H 3.65 -3.32 -2.43 0.017
H 4.54 -1.81 -2.43 0.001
```

LUMO energy (alpha / beta): 4.52 / 4.52 eV
HOMO level (alpha / beta): -2.7 / -2.9 eV
Orbital gap (alpha / beta): 0.26375 / 0.27400 hartree
Spin multiplicity: 3
Total charge: -2
Energy above the lowest of the compared OMol25 structures with the same formula, charge and spin: 11.89 kcal per mole
Total energy: -252725.507 eV

[3]
The following is a quantum chemistry calculation of C13H24BrF5InO2Tl as an isolated structure at a distorted geometry, from the Open Molecules 2025 dataset.

Structure (XYZ):
```
47
Properties=species:S:1:pos:R:3:lowdin_charge:R:1
C -0.47 3.90 -1.37 -0.169
C -1.43 2.59 -1.71 -0.186
C -2.21 2.05 -0.34 -0.274
O -1.29 1.36 0.59 -0.367
In -1.32 -0.73 0.29 0.870
C -3.40 -1.60 0.00 -0.245
C -4.57 -0.81 0.90 -0.282
O -4.75 -1.39 2.25 -0.104
C 0.10 -1.14 -1.48 -0.091
C 1.46 -0.24 -1.14 -0.296
C 2.61 -0.37 -2.30 -0.104
C 4.07 -0.91 -1.78 -0.159
F 4.85 0.27 -1.29 0.015
F 4.74 -1.51 -2.99 0.022
C 4.01 -2.11 -0.66 -0.130
F 5.31 -2.85 -0.77 0.051
F 3.99 -1.58 0.75 0.014
F 2.90 -3.08 -0.86 0.046
C -0.25 -1.64 2.12 -0.547
Br -1.30 -3.18 2.86 0.904
C 0.02 -0.42 3.21 -0.268
C 1.59 0.06 3.30 -0.102
H 0.65 3.56 -1.13 -0.228
H -0.87 4.46 -0.41 0.134
H -0.48 4.59 -2.31 0.126
H -2.29 2.97 -2.46 0.158
H -0.75 1.78 -2.21 0.064
H -3.14 1.39 -0.59 0.110
H -2.56 3.04 0.22 0.151
H -3.45 -2.74 0.35 0.069
H -3.67 -1.53 -1.15 0.075
H -5.61 -0.86 0.35 0.150
H -4.24 0.32 0.99 0.107
H -3.84 -1.43 2.70 0.075
H -0.36 -0.85 -2.52 0.110
H 0.40 -2.29 -1.52 0.110
H 1.07 0.89 -1.10 -0.090
H 1.82 -0.49 -0.06 0.108
H 2.23 -1.00 -3.22 0.169
H 2.80 0.73 -2.74 0.039
H 0.84 -2.00 1.79 0.100
H -0.25 -0.88 4.27 0.139
H -0.62 0.53 2.98 0.120
H 2.31 -0.84 3.62 0.113
H 1.98 0.48 2.25 0.085
H 1.74 0.95 4.07 0.124
Tl 1.62 2.54 -1.74 1.287
```

LUMO energy: -11.78 eV
HOMO level: -15.3 eV
Orbital gap: 0.12839 hartree
Total charge: +2
Total energy: -111429.880 eV

[4]
The following is a quantum chemistry calculation of a 2-piece molecular cluster, C13H24Cl2FNPSi overall at a distorted geometry, from the Open Molecules 2025 dataset.

Structure (XYZ):
```
43
Properties=species:S:1:pos:R:3:lowdin_charge:R:1
C 5.44 -2.29 0.78 -0.157
C 4.41 -1.14 0.81 -0.396
P 3.78 -0.76 -0.88 1.017
C 4.32 0.95 -1.24 -0.412
C 4.17 2.05 -0.19 -0.146
C 1.95 -0.59 -0.65 -0.299
C 1.28 0.39 0.10 -0.024
C -0.07 0.40 0.14 -0.050
N -0.83 -0.51 -0.52 0.038
Si -2.69 -0.37 -0.41 0.572
C -3.30 -1.11 1.18 -0.146
C -3.49 -1.09 -1.91 -0.154
C -3.01 1.46 -0.43 -0.164
C -0.18 -1.46 -1.20 -0.284
F -0.96 -2.35 -1.78 0.146
C 1.18 -1.54 -1.30 0.015
H 5.47 -2.77 -0.20 0.046
H 5.20 -3.05 1.51 0.069
H 6.44 -1.92 0.98 0.071
H 4.90 -0.24 1.19 0.058
H 3.59 -1.37 1.49 0.077
H 3.75 1.23 -2.13 0.077
H 5.36 0.85 -1.57 0.077
H 3.14 2.38 -0.10 0.050
H 4.55 1.74 0.79 0.061
H 4.76 2.92 -0.48 0.079
H 1.84 1.12 0.65 0.104
H -0.61 1.15 0.71 0.125
H -4.10 -0.45 1.53 -0.026
H -3.75 -2.09 1.00 0.047
H -2.56 -1.19 1.98 0.044
H -3.48 -2.18 -1.93 0.041
H -4.51 -0.70 -1.99 0.052
H -2.95 -0.76 -2.80 0.048
H -2.60 1.90 -1.35 0.053
H -2.63 2.01 0.43 0.038
H -4.09 1.59 -0.47 -0.013
H 1.63 -2.33 -1.89 0.126
C -6.28 2.16 2.08 -0.988
Cl -6.61 1.72 0.40 0.533
Cl -5.87 0.76 3.07 0.542
H -5.45 2.85 2.10 0.025
H -7.17 2.63 2.49 0.029
```

LUMO energy: -4.03 eV
HOMO level: -11.8 eV
Orbital gap: 0.28368 hartree
Total charge: +1
Energy above the lowest of the compared OMol25 structures with the same formula, charge and spin: 0.00 kcal per mole
Total energy: -60284.558 eV

[5]
The following is a quantum chemistry calculation of C13H24CrN4O5S2 as an isolated structure at a distorted geometry, from the Open Molecules 2025 dataset.

Structure (XYZ):
```
49
Properties=species:S:1:pos:R:3:lowdin_charge:R:1
O -2.93 -1.07 -2.18 -0.103
H -3.80 -1.11 -2.63 0.118
Cr -0.37 0.32 -0.41 0.762
N 1.12 -0.97 -0.51 -0.149
N 1.34 1.49 -0.28 -0.078
O 1.08 -2.33 -0.20 -0.088
O 1.58 2.85 0.01 -0.056
C 2.34 -0.51 -0.84 -0.279
C 2.48 0.87 -0.55 -0.284
C 3.43 -1.40 -1.32 -0.022
C 3.75 1.64 -0.49 -0.019
H 3.02 -2.28 -1.83 0.086
H 4.07 -1.75 -0.50 0.091
H 4.07 -0.86 -2.03 0.085
H 3.79 2.33 0.37 0.087
H 3.89 2.24 -1.40 0.099
H 4.59 0.95 -0.41 0.081
H 0.42 -2.63 -0.92 0.063
H 0.71 3.25 0.14 0.064
O 1.28 -1.08 2.44 -0.057
H 1.56 -1.83 1.86 0.042
H 2.05 -0.83 2.97 0.055
C -1.12 1.08 -2.21 -0.191
H -1.92 0.66 -2.81 -0.017
H -0.20 1.12 -2.81 -0.012
H -1.37 2.12 -1.95 -0.020
O -0.68 -2.56 -2.03 -0.056
H -1.55 -2.79 -1.63 0.042
H -0.91 -1.78 -2.59 0.070
C -4.23 0.08 -0.51 -0.065
C -3.16 -0.94 -0.77 -0.790
N -1.92 -0.80 -0.07 -0.131
C -2.06 -1.14 1.26 -0.354
C -3.03 -2.12 1.45 -0.393
S -3.81 -2.54 -0.01 0.955
C -1.48 -0.21 2.18 -0.312
C -1.83 0.00 3.50 -0.321
S -1.49 1.62 3.97 1.058
C -0.98 1.99 2.33 -0.569
N -0.90 0.91 1.57 0.014
C -0.85 3.41 1.91 -0.080
H -5.15 -0.24 -1.03 0.086
H -4.42 0.16 0.57 0.088
H -3.91 1.05 -0.89 0.090
H -3.20 -2.61 2.40 0.064
H -2.31 -0.75 4.12 0.083
H -1.13 3.55 0.86 0.092
H -1.55 3.99 2.52 0.080
H 0.15 3.77 2.13 0.090
```

LUMO energy (alpha / beta): 0.21 / 0.00 eV
HOMO level (alpha / beta): -6.1 / -6.6 eV
Orbital gap (alpha / beta): 0.23157 / 0.24300 hartree
Spin multiplicity: 5
Energy above the lowest of the compared OMol25 structures with the same formula, charge and spin: 3.73 kcal per mole
Total energy: -80155.437 eV